Molecular formula: C41H102AsF6N7O8
Method: DFT, ωB97M-V/def2-TZVPD

Each line ends with the Mulliken charge.
Positions of all 165 atoms, in Å:
1 N -1.976 0.864 2.644  0.729
2 H -2.564 0.013 2.809  0.496
3 H -1.059 0.641 2.261  -0.241
4 H -1.849 1.313 3.573  0.361
5 H -2.477 1.557 2.038  0.579
6 As 0.300 0.703 -0.565  2.238
7 F 2.006 0.833 -0.389  -0.339
8 F -0.110 2.008 0.588  -0.494
9 F -1.456 0.545 -0.815  -0.565
10 F 0.357 -0.743 -1.532  -0.471
11 F 0.389 -0.255 0.907  -0.384
12 F 0.284 1.786 -1.943  -0.636
13 C 5.088 -1.880 -6.230  -2.081
14 C 4.585 -1.169 -4.957  2.355
15 C 5.156 -1.980 -3.791  -1.979
16 C 5.025 -1.356 -2.403  0.497
17 C 5.626 0.020 -2.428  -0.820
18 C 5.072 0.907 -3.566  2.160
19 N 5.215 0.156 -4.819  0.017
20 O 4.900 0.950 -5.952  -0.437
21 C 3.595 1.193 -3.223  -1.835
22 C 5.844 2.234 -3.481  -1.558
23 C 3.065 -1.217 -4.974  -1.579
24 H 6.133 -1.633 -6.453  0.453
25 H 4.636 -1.564 -7.178  0.404
26 H 4.984 -2.965 -6.271  0.411
27 H 4.730 -2.985 -3.735  0.432
28 H 6.235 -2.071 -3.953  0.458
29 H 5.590 -2.045 -1.765  0.644
30 H 3.995 -1.482 -2.052  -0.447
31 H 6.714 -0.068 -2.494  0.483
32 H 5.389 0.547 -1.499  -0.396
33 H 3.429 2.118 -2.677  0.343
34 H 3.099 1.310 -4.194  0.371
35 H 2.963 0.399 -2.827  -0.065
36 H 6.284 2.549 -4.424  0.320
37 H 5.313 3.033 -2.959  0.317
38 H 6.646 2.179 -2.733  0.382
39 H 2.643 -1.940 -5.679  0.527
40 H 2.614 -0.274 -5.273  0.279
41 H 2.658 -1.594 -4.031  0.010
42 H 5.755 1.158 -6.340  0.364
43 C -2.673 0.138 6.073  -1.644
44 C -1.345 0.828 6.327  1.575
45 C -0.212 -0.239 6.220  -1.367
46 C 1.190 0.379 6.264  -0.897
47 C 1.357 1.514 5.240  -0.938
48 C 0.221 2.561 5.346  1.784
49 N -1.097 1.863 5.296  1.009
50 O -2.180 2.779 5.211  -0.442
51 C 0.552 3.412 6.581  -1.871
52 C 0.291 3.399 4.061  -1.902
53 C -1.367 1.405 7.767  -1.507
54 H -2.770 -0.118 5.015  -0.156
55 H -3.479 0.845 6.288  0.459
56 H -2.923 -0.799 6.568  0.452
57 H -0.478 -0.920 7.032  0.527
58 H -0.317 -0.850 5.320  0.097
59 H 1.858 -0.389 5.864  0.376
60 H 1.594 0.637 7.241  0.468
61 H 1.371 1.172 4.202  -0.167
62 H 2.316 1.986 5.447  0.487
63 H 1.485 3.972 6.471  0.441
64 H -0.181 4.217 6.697  0.395
65 H 0.725 2.834 7.484  0.360
66 H -0.383 4.257 4.177  0.478
67 H 1.285 3.822 3.940  0.522
68 H -0.127 2.859 3.214  -0.047
69 H -0.486 1.307 8.391  0.277
70 H -2.266 1.077 8.299  0.515
71 H -1.640 2.470 7.754  0.242
72 H -2.214 3.196 6.092  0.392
73 C -0.888 -1.415 -4.601  -2.268
74 C -2.333 -1.940 -4.710  2.273
75 C -3.213 -0.738 -5.038  -1.164
76 C -4.590 -1.076 -5.546  -0.799
77 C -4.483 -2.070 -6.721  -1.197
78 C -3.694 -3.321 -6.380  1.338
79 N -2.424 -2.964 -5.745  0.403
80 O -1.692 -4.127 -5.436  -0.514
81 C -4.514 -4.415 -5.636  -1.497
82 C -3.304 -3.938 -7.740  -2.006
83 C -2.742 -2.458 -3.301  -1.695
84 H -0.192 -2.247 -4.458  0.507
85 H -0.806 -0.717 -3.770  0.123
86 H -0.447 -0.888 -5.453  0.434
87 H -3.366 -0.046 -4.207  0.341
88 H -2.704 -0.201 -5.848  0.496
89 H -5.175 -0.209 -5.850  0.409
90 H -5.174 -1.662 -4.826  0.311
91 H -4.237 -1.592 -7.668  0.386
92 H -5.513 -2.442 -6.786  0.386
93 H -4.730 -3.947 -4.673  0.348
94 H -5.473 -4.550 -6.131  0.433
95 H -3.895 -5.303 -5.583  0.374
96 H -4.201 -4.214 -8.302  0.448
97 H -2.619 -3.370 -8.371  0.425
98 H -2.793 -4.897 -7.606  0.390
99 H -2.332 -1.830 -2.511  0.045
100 H -2.369 -3.477 -3.171  0.476
101 H -3.828 -2.531 -3.221  0.332
102 H -0.800 -3.946 -5.753  0.385
103 C 0.035 4.785 -0.960  -0.240
104 O -0.677 4.350 -2.087  -0.620
105 H 1.037 4.348 -1.020  0.226
106 H 0.076 5.867 -0.868  0.398
107 H -0.353 4.426 0.003  -0.164
108 H -0.572 3.409 -2.270  0.407
109 C 1.543 -3.223 -0.097  0.030
110 O 2.533 -4.202 0.135  -0.605
111 H 1.611 -2.269 0.429  -0.156
112 H 1.447 -3.010 -1.166  0.259
113 H 0.595 -3.694 0.171  0.007
114 H 3.370 -3.943 -0.258  0.311
115 C -2.029 -2.738 1.010  -1.223
116 C -3.033 -2.995 2.175  0.343
117 C -2.408 -3.920 3.221  -0.713
118 O -2.672 -5.261 2.950  -0.384
119 C -3.886 -5.675 3.537  -0.745
120 N -3.344 -1.659 2.721  -0.602
121 H -1.112 -2.400 1.498  -0.129
122 H -2.357 -2.015 0.269  0.169
123 H -1.802 -3.719 0.589  0.580
124 H -3.877 -3.480 1.673  0.316
125 H -2.675 -3.632 4.251  0.464
126 H -1.340 -3.672 3.249  0.254
127 H -4.089 -6.723 3.338  0.291
128 H -4.721 -5.104 3.114  0.292
129 H -3.947 -5.518 4.618  0.282
130 H -4.039 -1.175 2.145  0.284
131 H -3.985 -1.877 3.498  0.245
132 C -5.114 3.875 0.649  -1.852
133 C -3.587 3.968 0.738  0.581
134 C -3.094 4.663 2.013  -0.077
135 O -3.319 6.043 1.948  -0.449
136 C -2.348 6.756 1.211  -0.615
137 N -3.078 2.581 0.727  -0.617
138 H -5.531 4.881 0.603  0.438
139 H -5.507 3.357 1.526  0.343
140 H -5.406 3.342 -0.257  0.460
141 H -3.266 4.544 -0.134  0.114
142 H -2.021 4.431 2.101  -0.069
143 H -3.541 4.158 2.873  0.304
144 H -2.139 6.403 0.197  0.196
145 H -1.416 6.703 1.781  0.248
146 H -2.666 7.788 1.085  0.333
147 H -2.189 2.475 0.246  -0.333
148 H -3.729 2.007 0.202  0.213
149 C 4.448 2.077 1.523  -0.683
150 C 4.601 1.110 2.675  0.500
151 C 3.749 -0.147 2.445  0.211
152 O 3.836 -0.982 3.583  -0.405
153 C 2.886 -2.026 3.579  -0.438
154 N 5.996 0.678 2.866  -0.748
155 H 4.821 1.686 0.575  -0.250
156 H 5.014 2.998 1.691  0.412
157 H 3.421 2.434 1.431  0.178
158 H 4.247 1.517 3.629  0.114
159 H 4.250 -0.552 1.548  0.333
160 H 2.706 0.007 2.149  -0.389
161 H 2.287 -2.011 4.497  0.163
162 H 3.411 -2.982 3.700  0.364
163 H 2.242 -2.101 2.704  0.031
164 H 6.183 0.251 3.763  0.350
165 H 6.116 -0.091 2.210  0.317

Forces on the atoms, in the same order (eV/Å):
N -0.63 0.24 1.16
H 0.81 0.02 -0.44
H 0.03 -0.21 -0.24
H 0.46 -0.21 -0.23
H -0.01 0.09 -0.45
As -1.21 -0.35 -0.02
F -0.18 0.44 -0.41
F 0.53 -0.06 -0.81
F 0.39 0.10 0.77
F 0.71 0.55 0.19
F -0.74 -0.41 0.03
F 0.45 -0.48 0.58
C 0.79 0.84 -1.45
C 0.40 -0.96 -0.08
C 0.38 -0.16 0.51
C -0.10 -1.31 -0.41
C -0.35 0.26 0.40
C -1.00 -0.45 1.73
N 1.16 0.00 -0.50
O -0.52 0.25 0.11
C -1.05 0.23 -1.58
C 0.89 0.06 0.43
C -1.11 -0.39 -0.03
H 0.15 -0.22 0.58
H -0.57 0.35 0.42
H -0.09 -0.01 0.72
H -0.04 0.02 -0.43
H -0.06 -0.19 -0.26
H 0.12 0.33 0.26
H -0.06 0.73 0.01
H 0.00 0.05 -0.15
H 0.17 0.05 0.00
H 0.11 -0.14 0.26
H 0.04 0.69 0.07
H 0.62 -0.20 0.58
H -0.20 0.24 0.02
H -0.72 0.06 -0.90
H 0.42 -0.63 -0.52
H 0.54 -0.07 -0.26
H 0.00 0.03 0.25
H -0.04 0.64 0.21
H 0.00 -0.10 0.02
C -1.01 0.54 -1.15
C 0.97 -0.70 0.77
C -0.60 0.86 0.41
C 0.38 -1.04 -1.34
C -1.09 -0.13 0.53
C 1.17 -0.04 -0.65
N 0.36 -0.66 0.03
O 0.39 0.09 0.76
C -0.27 0.80 -0.15
C -0.97 1.00 0.99
C -1.48 0.87 0.01
H 0.09 0.10 -0.06
H -0.09 -0.14 -0.01
H 0.68 0.14 0.61
H 0.63 -0.07 0.19
H -0.09 0.31 -0.26
H 0.20 -0.14 0.46
H -0.39 0.15 0.17
H 0.07 -0.44 0.12
H -0.04 0.25 -0.22
H 0.05 -0.22 -0.59
H -0.19 -0.26 0.47
H -0.45 0.02 0.06
H 0.10 0.04 -0.02
H 0.11 -0.35 -0.39
H 0.64 -0.19 -0.22
H 0.09 -0.23 -0.16
H 0.40 -0.77 0.16
H 0.54 0.08 -0.15
H -0.24 0.17 -0.29
C 0.52 -0.37 -0.12
C 0.10 0.33 1.51
C -0.36 0.61 -0.93
C 0.07 -1.51 -0.67
C -1.62 0.32 1.11
C 1.15 -0.82 -1.68
N -0.11 1.10 -0.76
O 0.02 -0.15 0.51
C 0.32 1.98 0.19
C 0.00 -1.25 -0.20
C 0.08 -0.61 -0.45
H -0.05 0.01 0.51
H 0.03 -0.21 0.20
H -0.73 -0.02 -0.41
H 0.72 -0.18 0.25
H -0.06 0.22 0.11
H 0.08 0.11 0.15
H 0.03 0.54 0.45
H 0.44 -0.12 0.06
H 0.03 0.07 -0.73
H -0.04 -0.72 0.35
H 0.11 -0.37 -0.18
H -0.28 -0.19 0.31
H -0.04 0.34 -0.08
H -0.27 0.53 0.21
H 0.00 0.05 0.28
H -0.12 0.08 0.00
H 0.15 0.08 0.09
H -0.03 0.21 0.13
H -0.09 -0.01 -0.15
C 0.77 -1.24 0.47
O -1.08 0.86 -0.36
H 0.26 0.47 0.19
H -0.03 0.09 -0.59
H -0.36 -0.10 -0.13
H 0.35 0.15 0.48
C -0.83 -0.27 -0.90
O 0.36 -0.04 0.48
H 0.47 -0.17 0.19
H 0.12 0.16 0.05
H 0.07 0.09 0.18
H -0.07 0.18 -0.03
C 0.19 -1.02 1.42
C 0.80 0.84 -2.17
C 0.26 1.31 0.34
O 0.30 -0.47 0.46
C -0.78 0.27 -0.19
N -1.98 -0.52 1.32
H 0.10 0.31 -0.34
H -0.13 -0.08 -0.07
H -0.01 0.21 -0.45
H -0.36 0.00 0.61
H -0.66 -0.16 -0.08
H 0.16 -0.75 -0.40
H 0.37 -0.06 -0.18
H -0.08 -0.01 -0.08
H 0.45 0.03 0.10
H 0.46 -0.26 -0.66
H 0.54 0.33 0.31
C 0.42 0.50 0.26
C -0.58 -0.51 -0.04
C 0.66 -0.77 -1.06
O -0.72 0.16 0.20
C 0.55 -0.01 0.22
N -0.04 0.06 -0.12
H -0.14 -0.07 0.09
H -0.10 -0.01 -0.03
H -0.04 -0.01 -0.01
H 0.31 -0.14 -0.01
H 0.11 0.23 -0.02
H -0.39 0.62 0.18
H -0.26 -0.46 0.04
H 0.20 0.28 -0.17
H -0.14 0.02 0.38
H 0.04 0.25 -0.04
H 0.08 -0.05 -0.07
C 0.17 0.97 0.23
C -0.50 -0.88 1.02
C 0.47 0.44 -0.69
O -0.41 0.17 -0.42
C 0.41 -1.13 0.95
N 0.10 0.14 -0.70
H -0.25 -0.26 0.01
H 0.25 -0.21 0.22
H -0.13 -0.43 -0.23
H 0.13 0.44 -0.16
H -0.28 -0.75 0.08
H -0.01 0.38 0.21
H -0.28 0.49 -0.16
H 0.11 0.03 -0.45
H 0.08 0.32 -0.11
H -0.42 0.14 0.24
H 0.43 0.13 -0.07

Summary:
Lowest unoccupied orbital energy in eV: 0.0
Charge: 0
M in g mol⁻¹: 1010.2